(1)
DFT (the ωB97M-V functional and the def2-TZVPD basis) results for an isolated molecule of C16H20N2O2S.

Each line ends with the Löwdin charge.
Cartesian coordinates (Å):
O: 2.38178 0.11128 1.65414  -0.294
S: 1.00602 0.20619 2.06651  0.659
O: 0.71497 0.11022 3.46629  -0.280
N: 0.08997 -0.92227 1.26740  -0.104
C: 0.67531 -1.54873 0.09099  -0.369
C: -0.11918 -2.79432 -0.30571  -0.142
C: 0.74779 -3.83897 -1.00917  -0.199
C: 1.11921 -3.49218 -2.44839  -0.213
C: 1.80849 -2.13911 -2.61869  -0.199
C: 0.84917 -0.96199 -2.43181  -0.192
C: 0.72888 -0.46156 -0.99101  -0.158
C: 0.37424 1.76992 1.45858  -0.208
C: 1.24608 2.71219 0.99648  -0.044
C: 0.77820 3.96566 0.56918  -0.055
C: -0.55737 4.25543 0.62693  -0.021
C: -1.47935 3.30140 1.10429  -0.146
C: -2.86650 3.54282 1.19628  -0.013
C: -3.68606 2.55730 1.67422  -0.048
C: -3.11148 1.32673 2.04507  -0.119
N: -1.83786 1.06499 1.97239  0.118
C: -1.00869 2.02328 1.52490  -0.215
H: -0.35962 -1.53919 1.92337  0.107
H: 1.70388 -1.85111 0.33502  0.134
H: -0.51823 -3.24746 0.60541  0.112
H: -0.96804 -2.51561 -0.93004  0.123
H: 0.21076 -4.79091 -1.01806  0.109
H: 1.66050 -3.98395 -0.42677  0.115
H: 1.78133 -4.27632 -2.82424  0.107
H: 0.21749 -3.50541 -3.06603  0.111
H: 2.21689 -2.09901 -3.63155  0.106
H: 2.64433 -2.05186 -1.92442  0.117
H: -0.13431 -1.25141 -2.80730  0.106
H: 1.18632 -0.12118 -3.04209  0.108
H: -0.17776 0.14214 -0.90098  0.119
H: 1.57719 0.18243 -0.75440  0.104
H: 2.29722 2.47047 0.96991  0.115
H: 1.48181 4.69814 0.20389  0.108
H: -0.92794 5.22075 0.31178  0.115
H: -3.25857 4.50264 0.88872  0.116
H: -4.75108 2.70530 1.76444  0.102
H: -3.73580 0.52325 2.41444  0.110

Values from the calculation:
Energy above the lowest of the compared OMol25 structures with the same formula, charge and spin in kcal per mole: 41.3
E_HOMO in eV: -9.1
SMILES: O=S(=O)(NC1CCCCCC1)c1cccc2cccnc12
Largest force on an atom in eV/A: 0.886
Gap between HOMO and LUMO in eV: 9.0

***

(2)
DFT (the ωB97M-V functional and the def2-TZVPD basis) results for an isolated molecule of C16H20N2O2S2.

Each line ends with the Löwdin charge.
Cartesian coordinates (Å):
C: -5.15581 -0.26712 -0.47695  -0.047
C: -3.73345 -0.47722 -0.05806  -0.271
C: -2.95743 -1.46349 -0.66067  -0.030
C: -1.64917 -1.67435 -0.26361  -0.052
C: -1.11224 -0.88953 0.73852  -0.281
S: 0.58377 -1.13702 1.24435  0.656
O: 0.73635 -2.44760 1.80344  -0.285
O: 0.97617 -0.02260 2.06789  -0.316
N: 1.30086 -1.12313 -0.26490  -0.082
C: 2.75240 -1.14915 -0.45388  -0.640
C: 3.45495 -1.61417 0.81729  -0.062
C: 3.03959 -2.13008 -1.60149  -0.034
C: 3.25708 0.23884 -0.87836  -0.388
S: 3.06985 1.54051 0.38370  1.007
C: 1.41664 2.06778 0.18101  -0.606
C: 0.93322 3.05598 1.04253  -0.087
C: -0.36205 3.49030 0.87281  -0.061
C: -1.13382 2.94327 -0.14983  -0.076
C: -0.56057 1.97422 -0.94654  -0.140
N: 0.68464 1.54374 -0.79289  0.030
C: -1.86502 0.08954 1.35496  -0.061
C: -3.17445 0.29313 0.95598  -0.037
H: -5.81357 -0.89348 0.12604  0.088
H: -5.29918 -0.53761 -1.52011  0.078
H: -5.45533 0.76806 -0.33317  0.077
H: -3.38484 -2.06938 -1.44636  0.114
H: -1.03502 -2.43510 -0.71771  0.116
H: 0.89426 -0.34857 -0.78757  0.066
H: 3.26398 -0.91580 1.62856  0.057
H: 3.07229 -2.58591 1.11477  0.082
H: 4.52733 -1.68075 0.64793  0.094
H: 2.66662 -3.11305 -1.32970  0.088
H: 4.10759 -2.19517 -1.79080  0.084
H: 2.53644 -1.80700 -2.50950  0.083
H: 2.73011 0.58450 -1.76786  0.083
H: 4.32796 0.20224 -1.07703  0.086
H: 1.57266 3.44121 1.81951  0.107
H: -0.77471 4.24568 1.52548  0.109
H: -2.15164 3.25793 -0.31412  0.102
H: -1.11011 1.50325 -1.75200  0.117
H: -1.40746 0.67972 2.13335  0.115
H: -3.76886 1.05736 1.43500  0.117

Values from the calculation:
Energy above the lowest of the compared OMol25 structures with the same formula, charge and spin in kcal per mole: 6.7
E_HOMO in eV: -8.3
SMILES: Cc1ccc(S(=O)(=O)NC(C)(C)CSc2ccccn2)cc1
Largest force on an atom in eV/A: 0.979
Gap between HOMO and LUMO in eV: 8.9

***

(3)
DFT (the ωB97M-V functional and the def2-TZVPD basis) results for an isolated molecule of C16H20N2O5S2.

Each line ends with the Löwdin charge.
Cartesian coordinates (Å):
C: -1.56473 -0.60025 2.34860  -0.035
C: -0.53667 -1.32259 3.22579  -0.515
C: -1.28484 -2.21758 4.29591  -0.016
C: 0.24846 -0.23160 4.00023  -0.027
N: 0.38232 -2.13616 2.39936  0.029
C: 0.08536 -2.53549 1.05412  -0.110
C: 1.38147 -3.17044 0.60175  -0.229
C: 2.32347 -2.28493 -0.22780  -0.105
O: 1.68757 -1.79376 -1.40900  -0.032
C: 1.49101 -0.44858 -1.53734  -0.261
C: 1.47402 0.06375 -2.83243  0.017
C: 1.16742 1.42830 -3.07009  0.018
C: 0.87439 2.26038 -1.95790  -0.246
C: 0.54430 3.68134 -1.96422  -0.070
C: 0.32666 4.15195 -0.72196  -0.583
S: -0.15750 5.80769 -0.30180  0.586
N: 1.04572 6.58307 -1.12232  -0.079
O: -1.37535 6.27462 -0.95713  -0.310
O: 0.02184 6.19866 1.09758  -0.328
S: 0.56806 2.91227 0.52427  1.068
C: 0.89536 1.71301 -0.68105  -0.476
C: 1.25344 0.39317 -0.44268  -0.025
O: 2.02424 -3.61663 1.80940  0.097
C: 1.44231 -2.94627 2.82646  -0.451
O: 1.75604 -3.05881 4.03330  0.066
H: -1.04811 0.08461 1.70786  0.058
H: -2.23169 -0.03335 3.00369  0.096
H: -2.16460 -1.33279 1.79312  0.093
H: -0.63752 -2.54191 5.11443  0.083
H: -2.11617 -1.65202 4.72242  0.080
H: -1.66279 -3.05879 3.76825  0.066
H: 0.57529 0.55662 3.32083  0.067
H: -0.43616 0.23818 4.70579  0.087
H: 1.12977 -0.62514 4.51463  0.083
H: -0.71819 -3.27334 1.04745  0.137
H: -0.15297 -1.70280 0.36607  0.123
H: 1.09468 -4.01198 -0.08799  0.172
H: 3.14528 -2.92571 -0.57098  0.142
H: 2.74717 -1.47075 0.34350  0.129
H: 1.68062 -0.57201 -3.66578  0.111
H: 1.16335 1.84627 -4.07785  0.119
H: 0.43259 4.27353 -2.86346  0.132
H: 1.88821 6.35971 -0.61340  0.072
H: 0.82985 7.55457 -0.98432  0.069
H: 1.34596 0.08050 0.57607  0.099

Values from the calculation:
Energy above the lowest of the compared OMol25 structures with the same formula, charge and spin in kcal per mole: 7.5
E_HOMO in eV: -9.0
SMILES: CC(C)(C)N1C[C@@H](COc2ccc3cc(S(N)(=O)=O)sc3c2)OC1=O
Largest force on an atom in eV/A: 4.879
Gap between HOMO and LUMO in eV: 8.8

***

(4)
DFT (the ωB97M-V functional and the def2-TZVPD basis) results for an isolated molecule of C16H20N2O6.

Each line ends with the Löwdin charge.
Cartesian coordinates (Å):
C: -0.75662 1.12276 4.55829  -0.077
O: -1.61735 1.23706 3.45134  -0.058
C: -1.29054 0.57573 2.31144  -0.184
C: -0.16356 -0.21376 2.15450  0.045
C: 0.06796 -0.85195 0.94207  -0.173
C: 1.26646 -1.66215 0.75531  -0.194
N: 1.71070 -2.47654 1.67855  0.128
O: 2.80389 -3.10750 1.18124  0.030
C: 3.03838 -2.68584 -0.06783  -0.237
C: 4.18557 -3.23463 -0.82315  0.019
C: 2.09958 -1.74146 -0.40776  -0.018
C: 2.04602 -0.97098 -1.66787  -0.450
O: 2.40713 -1.41956 -2.74075  0.067
N: 1.58430 0.28790 -1.51018  0.072
C: 1.40713 1.22051 -2.59410  -0.153
C: 1.66642 2.63682 -2.07666  -0.247
O: 0.86711 2.93188 -0.95628  -0.060
C: -0.83541 -0.71263 -0.10348  0.020
C: -1.96186 0.08954 0.03116  -0.179
O: -2.84584 0.30168 -0.99910  -0.107
C: -2.73181 -0.49033 -2.15658  -0.071
C: -2.20474 0.74226 1.24850  -0.124
O: -3.24374 1.58029 1.52278  -0.049
C: -4.47914 1.41467 0.86310  -0.067
H: 0.23857 1.52145 4.33696  0.098
H: -0.66571 0.08453 4.89336  0.099
H: -1.21531 1.71775 5.34632  0.095
H: 0.54438 -0.35673 2.95237  0.113
H: 5.12399 -2.90149 -0.38135  0.094
H: 4.12223 -2.89352 -1.85261  0.080
H: 4.16483 -4.32207 -0.79158  0.094
H: 1.30300 0.62200 -0.59936  0.127
H: 0.37990 1.15586 -2.98410  0.119
H: 2.09804 0.95670 -3.39750  0.126
H: 1.50358 3.36222 -2.88458  0.119
H: 2.69739 2.72418 -1.72724  0.125
H: -0.06352 2.89563 -1.20739  0.092
H: -0.64775 -1.23796 -1.02532  0.117
H: -3.58185 -0.21639 -2.78009  0.098
H: -1.80559 -0.28513 -2.70368  0.086
H: -2.78336 -1.55775 -1.92272  0.103
H: -4.44743 1.78767 -0.16307  0.087
H: -4.79328 0.36790 0.85498  0.102
H: -5.19216 2.00142 1.44205  0.095

Values from the calculation:
Energy above the lowest of the compared OMol25 structures with the same formula, charge and spin in kcal per mole: 97.9
E_HOMO in eV: -8.1
SMILES: COc1cc(-c2noc(C)c2C(=O)NCCO)cc(OC)c1OC
Largest force on an atom in eV/A: 1.284
Gap between HOMO and LUMO in eV: 8.7

***

(5)
DFT (the ωB97M-V functional and the def2-TZVPD basis) results for an isolated molecule of C16H20N2O6S.

Each line ends with the Löwdin charge.
Cartesian coordinates (Å):
C: -0.99570 -3.37355 4.73739  -0.072
O: -1.65446 -2.27515 4.15136  -0.052
C: -1.01649 -1.57383 3.18642  -0.188
C: 0.25226 -1.85312 2.70170  0.009
C: 0.81634 -1.06718 1.70420  -0.049
C: 0.09877 -0.00915 1.20255  -0.287
S: 0.76214 1.02212 -0.08380  0.711
O: 0.61269 2.40788 0.28209  -0.290
O: 2.08979 0.59816 -0.42673  -0.256
N: -0.34910 0.76175 -1.31975  -0.232
C: -0.44077 1.84837 -2.27602  -0.179
C: 0.86044 2.15379 -3.04085  -0.083
C: 1.15415 3.64942 -3.10060  -0.559
N: 1.33392 4.21249 -1.89144  0.174
O: 1.22620 4.26736 -4.14105  0.045
C: -0.44454 -0.61092 -1.79017  -0.104
C: 0.85122 -1.24958 -2.17308  -0.284
C: 1.62105 -1.18196 -3.29734  -0.023
C: 2.76023 -1.98446 -3.04730  -0.048
C: 2.59424 -2.48230 -1.79411  -0.112
O: 1.44089 -2.05074 -1.25986  0.020
C: -1.17173 0.29986 1.66704  0.008
C: -1.74438 -0.47267 2.66108  -0.186
O: -2.97185 -0.27450 3.19610  -0.056
C: -3.73097 0.81901 2.73459  -0.070
H: -1.68964 -3.76740 5.47787  0.097
H: -0.77454 -4.15056 3.99905  0.098
H: -0.06998 -3.06830 5.23476  0.099
H: 0.81616 -2.68296 3.09458  0.109
H: 1.79967 -1.27004 1.31506  0.114
H: -1.25285 1.61712 -2.96887  0.130
H: -0.73618 2.72115 -1.68879  0.114
H: 1.69216 1.67046 -2.52605  0.104
H: 0.81401 1.77840 -4.06275  0.113
H: 1.24557 3.68182 -1.03471  0.058
H: 1.53067 5.19797 -1.84078  0.115
H: -0.87789 -1.19642 -0.97159  0.130
H: -1.13448 -0.62118 -2.63740  0.139
H: 1.40754 -0.63607 -4.19286  0.109
H: 3.58176 -2.15896 -3.71084  0.102
H: 3.19907 -3.13393 -1.19543  0.121
H: -1.67142 1.15021 1.23569  0.114
H: -4.65477 0.79497 3.31000  0.097
H: -3.96342 0.72475 1.66924  0.099
H: -3.21576 1.76785 2.91137  0.101

Values from the calculation:
Energy above the lowest of the compared OMol25 structures with the same formula, charge and spin in kcal per mole: 46.8
E_HOMO in eV: -8.7
SMILES: COc1ccc(S(=O)(=O)N(CCC(N)=O)Cc2ccco2)cc1OC
Largest force on an atom in eV/A: 1.091
Gap between HOMO and LUMO in eV: 9.2